(1)
210
Properties=species:S:1:pos:R:3 method="wB97M-V/def2-TZVPD" e_homo_ev=-10.2681 total_energy_ev=-486852.3757
C -3.2239 5.2367 -0.6232
Br -3.4961 6.8151 -1.6216
Br -1.4340 4.5086 -0.9394
Br -4.6441 3.9958 -0.7970
H -3.1618 5.4721 0.4086
C -0.0826 4.0161 2.3456
Br -1.4809 5.3290 2.6331
Br -0.0270 2.7838 3.8196
Br 1.5957 4.9706 2.3878
H -0.2767 3.4777 1.3691
C -6.4318 -1.3469 2.9829
C -5.2844 -0.7828 2.1292
C -5.7741 0.3111 1.1378
C -6.7237 -0.2283 0.1331
C -7.1538 0.7657 -0.9575
C -8.2401 1.7288 -0.4032
H -7.0439 -0.5044 3.3552
H -5.9618 -1.8786 3.8405
H -7.0021 -2.0630 2.3814
H -4.4901 -0.3125 2.7097
H -4.8899 -1.6120 1.5280
H -4.9866 0.8904 0.6023
H -6.2884 1.0456 1.7266
H -6.2953 -1.1495 -0.3040
H -7.6870 -0.5630 0.5758
H -6.2571 1.2772 -1.2990
H -7.5506 0.2610 -1.8054
H -7.8745 2.4347 0.3489
H -8.6087 2.2923 -1.2230
H -9.0358 1.1574 0.0456
C 4.5859 -3.2717 -6.4688
C 4.5568 -3.2979 -4.9083
C 3.6682 -4.4745 -4.3953
C 4.0061 -4.7960 -2.9787
C 3.0761 -5.7584 -2.3518
C 3.2806 -7.1987 -2.7944
H 3.5910 -3.3737 -6.8430
H 5.1419 -4.1084 -6.8694
H 5.0789 -2.3765 -6.8629
H 5.5471 -3.4463 -4.4396
H 4.2191 -2.3558 -4.5502
H 3.8778 -5.2817 -5.0873
H 2.6005 -4.2118 -4.4904
H 5.0472 -5.1659 -2.9165
H 3.9982 -3.8330 -2.4613
H 3.1687 -5.7290 -1.2558
H 2.0375 -5.4934 -2.4688
H 2.9899 -7.3170 -3.8499
H 4.3654 -7.4256 -2.6902
H 2.7296 -7.9844 -2.2525
C 5.0959 4.4545 1.4459
C 5.2697 2.9218 1.1375
C 4.3070 2.1262 2.0002
C 4.3877 0.6230 1.8975
C 3.3630 -0.1276 2.7677
C 3.6744 0.0498 4.2954
H 5.6971 5.2073 0.9171
H 5.2017 4.5699 2.5289
H 4.0776 4.6905 1.2389
H 5.1658 2.6838 0.0658
H 6.2833 2.5906 1.4244
H 3.2722 2.4849 1.8624
H 4.5553 2.3423 3.0804
H 4.2058 0.2623 0.8939
H 5.3921 0.2461 2.1040
H 2.3108 0.1208 2.5508
H 3.5325 -1.1882 2.5757
H 3.0555 -0.6615 4.8593
H 4.7227 -0.1226 4.5859
H 3.3764 1.0592 4.6774
C 4.6859 6.0736 -5.0340
C 3.2035 6.3379 -4.7231
C 2.7151 5.6968 -3.4042
C 2.9833 4.1974 -3.2398
C 2.5750 3.6289 -1.9321
C 2.5800 2.0992 -1.8271
H 5.0690 6.5739 -5.9640
H 4.8484 5.0355 -5.2211
H 5.4177 6.3307 -4.1821
H 3.0412 7.4277 -4.6562
H 2.5606 5.9716 -5.5517
H 1.6773 5.9236 -3.3013
H 3.1645 6.2880 -2.5933
H 2.3619 3.6195 -3.9823
H 4.0587 3.9508 -3.4887
H 3.2821 4.0194 -1.1449
H 1.5912 4.0040 -1.5900
H 3.3560 1.7353 -2.4673
H 2.8208 1.7685 -0.7963
H 1.6434 1.6649 -2.1896
C 0.0055 -4.4823 3.1369
C 1.1501 -5.0997 2.3038
C 2.4082 -4.2687 2.3167
C 3.0088 -3.9445 3.7125
C 4.5204 -3.7510 3.5907
C 5.1958 -3.3726 4.8863
H -0.2075 -3.4456 2.8731
H 0.3669 -4.4529 4.1899
H -0.9547 -5.0125 3.0484
H 1.2642 -6.1380 2.6980
H 0.8746 -5.2149 1.2683
H 2.2546 -3.3124 1.8251
H 3.2086 -4.7789 1.7077
H 2.5989 -3.0445 4.1542
H 2.8278 -4.7548 4.4671
H 4.9494 -4.6778 3.2024
H 4.8362 -3.0655 2.7737
H 6.2615 -3.5957 5.0161
H 5.0975 -2.3148 5.1837
H 4.7102 -3.9670 5.6708
C 2.9787 0.2600 -6.6853
C 1.4745 0.2403 -6.3558
C 1.0354 1.5749 -5.7514
C -0.3553 1.4484 -5.1381
C -0.9744 2.6505 -4.4655
C -2.4034 2.4795 -3.9855
H 3.5644 0.7594 -5.9443
H 3.1463 0.8468 -7.5901
H 3.4042 -0.7041 -6.8384
H 0.8539 -0.0540 -7.2399
H 1.3074 -0.5060 -5.5810
H 1.0612 2.3043 -6.5681
H 1.7644 1.8727 -4.9825
H -1.0393 1.0953 -5.9006
H -0.1712 0.7246 -4.3825
H -0.2409 3.0072 -3.6956
H -0.9185 3.5199 -5.1529
H -2.8573 3.3100 -3.4390
H -3.0338 2.3217 -4.8405
H -2.4730 1.6085 -3.3685
C -1.7201 0.9090 0.2556
C -1.5599 -0.6120 0.5358
C -0.1684 -1.1840 0.3118
C 0.2250 -1.1908 -1.1293
C 1.7272 -1.4096 -1.2996
C 2.0509 -1.4590 -2.7737
H -0.9058 1.5132 0.6973
H -2.6928 1.3459 0.5237
H -1.6993 1.1057 -0.8089
H -1.8132 -0.7682 1.5863
H -2.2397 -1.1823 -0.0865
H -0.2145 -2.2253 0.6512
H 0.5389 -0.5505 0.8448
H -0.3253 -1.9942 -1.6500
H -0.1449 -0.2795 -1.5933
H 2.2466 -0.5163 -0.9237
H 2.1641 -2.2343 -0.7443
H 3.0998 -1.6204 -2.9703
H 1.5593 -2.3344 -3.1924
H 1.7618 -0.5989 -3.3992
C -4.0946 2.3259 3.0037
C -4.8564 2.2238 4.3238
C -3.9308 2.4445 5.5307
C -3.2248 3.8123 5.7467
C -2.3223 3.7558 6.9658
C -1.5947 5.0418 7.2209
H -4.7921 2.3102 2.1733
H -3.4396 1.4873 2.8913
H -3.5247 3.2259 2.9015
H -5.6995 2.9338 4.3474
H -5.2786 1.2205 4.3796
H -3.1055 1.7023 5.4418
H -4.5720 2.2334 6.4319
H -2.5749 4.0585 4.9252
H -3.9697 4.6233 5.8962
H -2.9087 3.5005 7.8653
H -1.6036 2.9580 6.8392
H -0.8279 4.9931 8.0043
H -1.1232 5.4143 6.3058
H -2.2643 5.8393 7.5498
C 0.3990 -3.1382 -6.1444
C -0.9589 -2.6208 -5.8760
C -1.1750 -2.2531 -4.4119
C -2.5620 -1.5399 -4.1584
C -2.9277 -1.3099 -2.6915
C -4.1522 -0.5646 -2.4769
H 0.5190 -4.0939 -5.6614
H 1.1905 -2.4930 -5.7620
H 0.5947 -3.2082 -7.2075
H -1.0857 -1.7680 -6.4863
H -1.6643 -3.4240 -6.1835
H -0.3263 -1.6313 -4.0463
H -1.1288 -3.1589 -3.7591
H -2.5208 -0.5640 -4.6549
H -3.3580 -2.0818 -4.6650
H -2.9550 -2.2840 -2.1859
H -2.0924 -0.8190 -2.2581
H -4.0344 0.3485 -3.0095
H -5.0049 -1.1195 -2.8427
H -4.3417 -0.4277 -1.4216
C -4.3870 -3.2124 6.0959
C -3.5780 -2.4639 5.0407
C -2.0794 -2.3149 5.3807
C -1.4141 -1.3721 4.4128
C 0.0493 -1.1530 4.7319
C 0.3479 -0.4251 6.0491
H -3.9206 -4.1790 6.2270
H -5.4191 -3.3804 5.8051
H -4.3926 -2.7910 7.0873
H -3.6166 -2.9092 4.0248
H -4.0610 -1.4900 4.8793
H -1.5898 -3.3045 5.2463
H -2.0037 -2.1096 6.4481
H -1.6313 -1.8069 3.4439
H -1.9485 -0.4412 4.3697
H 0.5516 -2.1078 4.7769
H 0.4664 -0.5731 3.9206
H -0.1660 0.5472 6.0632
H -0.0795 -1.0397 6.8442
H 1.4366 -0.3162 6.1839

(2)
24
Properties=species:S:1:pos:R:3 method="wB97M-V/def2-TZVPD" de_lowest_kcal_mol=0.0 smiles=CCCCCO.O.O e_homo_ev=-10.7041 total_energy_ev=-11586.8998
C -2.4870 -0.2902 -1.0289
C -1.0334 -0.3615 -0.5484
C -0.0372 -0.4114 -1.7022
C 1.2982 -1.0823 -1.3441
C 1.9212 -0.6740 -0.0177
O 1.9297 0.7673 0.1770
H -3.1922 -0.3269 -0.1866
H -2.6909 -1.0787 -1.7593
H -2.6167 0.6110 -1.6255
H -0.8906 -1.1907 0.1324
H -0.8639 0.5588 0.0192
H 0.1874 0.5950 -2.0467
H -0.4471 -0.9430 -2.5657
H 1.9988 -0.8240 -2.1433
H 1.2075 -2.1736 -1.3663
H 2.9716 -0.9555 -0.0927
H 1.4341 -1.1052 0.8575
H 1.5552 1.1685 -0.6256
O -1.6955 0.7447 2.6869
H -0.8457 1.0914 3.0144
H -1.8992 1.3729 1.9842
O 1.0301 1.5648 2.8549
H 1.8533 1.9184 3.2186
H 1.3123 1.0241 2.1081

(3)
13
Properties=species:S:1:pos:R:3 method="wB97M-V/def2-TZVPD" de_lowest_kcal_mol=55.7 e_homo_ev=-14.8475 total_charge=+1 total_energy_ev=-15556.2461
C -1.2937 -0.7924 0.1362
C 1.4210 -0.6452 -0.3186
C 0.0706 -0.0610 0.2857
N -0.1560 1.3306 -0.1180
S -2.5645 0.0796 -0.0254
H -1.3629 -1.9272 0.1780
H 2.3525 -0.2997 0.0375
H 1.3871 -0.5941 -1.4584
H 1.4717 -1.7529 -0.0880
H -0.1624 -0.1707 1.7653
H 0.4446 1.5987 -0.9001
H -0.1368 1.9222 0.6948
H -1.4712 1.3121 -0.1889

(4)
30
Properties=species:S:1:pos:R:3 method="wB97M-V/def2-TZVPD" de_lowest_kcal_mol=55.0 smiles=CC(C)NCCN.O.O.O e_homo_ev=-8.5965 total_energy_ev=-14629.9782
C 1.2219 -1.7720 0.6685
C 0.4543 -0.6884 -0.1558
C 1.2457 -0.2453 -1.4595
N 0.2320 0.5243 0.6123
C -1.2717 0.7528 0.6479
C -1.5741 1.2597 -0.7465
N -2.8293 2.0215 -0.7485
H 1.8844 -2.2822 0.0015
H 1.6771 -1.2511 1.5042
H 0.5621 -2.5166 1.0563
H -0.4472 -1.1335 -0.5938
H 2.3499 -0.3267 -1.4526
H 1.0017 -1.0314 -2.2279
H 0.9136 0.6592 -1.8906
H 0.5079 0.4601 1.5689
H -1.6598 -0.1926 1.0409
H -1.5120 1.4587 1.4072
H -1.7885 0.4527 -1.5823
H -0.7453 1.9185 -1.1305
H -3.5957 1.7991 -0.0943
H -2.6943 2.9921 -0.7866
O -0.4776 -0.6206 3.2723
H 0.4407 -0.9114 3.2858
H -0.8806 -1.0117 4.0479
O 1.3559 3.0126 -1.0564
H 1.0074 2.3414 -0.4395
H 2.2482 3.1236 -0.7287
O 1.2530 -3.8100 -1.3982
H 0.4374 -3.4531 -1.7603
H 0.7988 -3.6012 -0.4407

(5)
56
Properties=species:S:1:pos:R:3 method="wB97M-V/def2-TZVPD" de_lowest_kcal_mol=39.7 smiles=OCCO.OCCO.OCCO.OCCO.OCCO.O.O e_homo_ev=-9.6614 total_energy_ev=-35487.5116
O 19.8780 -25.4250 11.0640
C 20.9940 -24.7630 10.5100
C 20.7280 -23.2930 10.2750
O 21.8600 -22.6660 9.8170
H 19.5060 -24.8660 11.7910
H 21.9080 -24.7960 11.1470
H 21.2920 -25.2680 9.6560
H 20.4050 -22.7870 11.1060
H 19.9680 -23.1180 9.4800
H 22.1050 -23.1050 8.9950
O 16.4020 -21.6930 6.5410
C 17.7620 -21.5440 6.4800
C 18.4230 -22.9040 6.5500
O 19.7640 -22.9200 6.6540
H 16.2360 -22.2440 7.3190
H 18.0120 -21.0580 5.6110
H 18.1420 -20.9250 7.2330
H 18.0200 -23.5030 5.6910
H 18.1120 -23.4600 7.4250
H 20.0090 -23.7880 7.0220
O 19.9590 -25.0530 4.2550
C 20.7280 -25.8780 3.4080
C 21.4900 -25.0550 2.3610
O 22.2180 -25.8640 1.4560
H 19.0260 -25.3910 4.2060
H 21.4930 -26.4100 4.0100
H 19.9960 -26.5040 3.0480
H 22.2350 -24.4520 2.9700
H 20.7660 -24.3880 1.8180
H 21.6470 -26.3540 0.8910
O 17.9570 -26.2480 6.3400
C 17.7580 -27.6750 6.2860
C 16.3000 -27.8960 5.8920
O 16.1040 -29.2710 5.9600
H 17.5420 -26.0020 7.2060
H 18.3550 -28.1630 5.5120
H 18.0490 -28.1630 7.2630
H 16.1300 -27.4100 4.9710
H 15.6710 -27.3240 6.5730
H 16.4990 -29.6380 5.1740
O 23.9560 -22.8430 4.9830
C 23.0740 -23.4590 5.9040
C 23.8670 -24.0300 7.1200
O 22.8630 -24.3200 8.0270
H 23.3980 -22.4100 4.3460
H 22.4720 -22.6330 6.3100
H 22.4400 -24.2160 5.4050
H 24.7320 -23.4350 7.5320
H 24.2800 -24.9950 6.8000
H 22.2380 -24.9940 7.6810
O 20.6600 -25.4780 7.0080
H 20.5440 -25.4190 6.0590
H 19.9300 -25.9790 7.2820
O 17.9850 -25.6290 9.0830
H 18.8190 -25.5510 9.5610
H 17.6270 -24.8110 9.4400

(6)
49
Properties=species:S:1:pos:R:3 method="wB97M-V/def2-TZVPD" de_lowest_kcal_mol=40.7 e_homo_ev=-8.5434 total_charge=-1 total_energy_ev=-46172.3618
O 1.0974 -1.8077 2.1508
C 0.6164 -0.8785 1.4375
O 0.9967 -0.6741 0.1555
B 0.0198 0.2634 -0.5074
O -0.9206 0.6227 0.6154
C -0.6968 -0.0260 1.7560
O -1.3210 0.0969 2.8093
O -0.7058 -0.3544 -1.6255
C -0.3147 0.2631 -2.8219
O -0.5903 -0.1671 -3.9194
C 0.5945 1.4639 -2.4228
O 0.6164 1.4730 -1.1558
O 1.1611 2.2486 -3.1800
O -1.3943 -2.9276 3.8326
H -1.0739 -2.3237 3.1626
H -0.6245 -3.1241 4.3665
O -1.8070 3.1424 3.3438
H -1.4072 3.8168 2.7948
H -1.2727 2.3625 3.1934
O 4.0166 2.1141 -1.2283
H 4.1561 1.6941 -0.3795
H 3.0825 1.9988 -1.4024
O 4.0178 -1.8248 2.1144
H 3.1259 -2.1496 2.2378
H 4.3585 -1.7159 3.0023
O 0.4785 -2.3421 -6.4836
H 0.3707 -3.2865 -6.5967
H 0.2838 -2.1873 -5.5593
O -0.0006 1.8991 -6.4220
H 0.2987 1.3509 -7.1473
H 0.2344 1.4063 -5.6358
O 2.0164 4.7431 -3.0543
H 1.5613 3.9102 -2.9303
H 1.5274 5.3660 -2.5167
O -4.3277 0.6383 3.7235
H -4.6665 1.1516 2.9901
H -3.3978 0.5242 3.5273
O 0.1987 -0.2341 5.1885
H -0.7508 -0.1568 5.2814
H 0.4599 -0.8355 5.8859
O 2.0543 -3.5121 -0.9025
H 2.8868 -3.0533 -0.7902
H 1.4123 -2.8150 -1.0368
O -2.7990 -1.6025 -4.9927
H -3.1607 -1.6540 -4.1079
H -1.9503 -1.1744 -4.8805
O -2.4776 -0.4575 6.1902
H -2.6870 -0.6552 5.2773
H -3.2960 -0.6101 6.6626